*i*
This record from OMol25 describes a cluster of 2 separate species, CH5O2 in total. The level of theory is ωB97M-V/def2-TZVPD.

## Properties
- HOMO level: -18.15 eV
- Charge: +1
- Multiplicity: 1

Cartesian coordinates (Å):
O 0.217 1.451 -0.493
H 1.061 1.922 -0.376
H 0.528 0.146 -0.156
H 0.005 1.600 -1.422
O 0.593 -0.906 0.132
C -0.470 -1.294 0.610
H -0.651 -2.316 0.926
H -1.282 -0.601 0.780

*ii*
This record from OMol25 describes a structure of composition CH5O2. The level of theory is ωB97M-V/def2-TZVPD.

## Properties
- HOMO level: -17.59 eV
- Charge: +1
- Multiplicity: 1

Cartesian coordinates (Å):
O 0.005 -1.515 0.597
H 0.867 -1.839 0.307
H -0.484 -0.411 0.296
H -0.116 -1.638 1.550
O -0.858 0.652 -0.216
C -0.011 1.391 -0.713
H -0.423 2.349 -1.020
H 1.021 1.012 -0.800

Relative energies, in kcal/mol, with the most stable structure set to zero: *i* 0.0; *ii* 3.6.

*i*
This record from OMol25 describes a structure of composition C30H22BrMnN6O4. The level of theory is ωB97M-V/def2-TZVPD.

## Properties
- HOMO level (alpha / beta): -10.34 / -10.52 eV
- Charge: +1
- Multiplicity: 4
- ⟨S²⟩: 3.8683

Cartesian coordinates (Å):
Mn -0.062 0.174 1.985
O -0.358 4.540 -1.136
C -1.370 3.770 -1.564
C -2.130 4.256 -2.632
C -3.196 3.530 -3.115
C -3.538 2.299 -2.553
C -2.786 1.810 -1.509
C -1.691 2.522 -1.003
C -0.945 1.951 0.122
O -1.198 0.763 0.525
N -0.047 2.701 0.764
N 0.603 1.987 1.696
C 0.718 2.669 2.984
C 0.947 0.514 4.453
C 1.486 0.492 5.720
C 2.258 -0.612 6.057
C 2.462 -1.622 5.126
C 1.884 -1.512 3.875
N 1.140 -0.454 3.554
H 0.017 4.142 -0.324
H -1.863 5.217 -3.049
H -3.780 3.928 -3.935
H -4.392 1.746 -2.921
H -3.036 0.867 -1.039
H 0.075 3.549 3.004
H 1.307 1.298 6.418
H 2.699 -0.685 7.041
H 3.060 -2.489 5.368
H 2.008 -2.271 3.114
Br -0.482 1.648 -5.020
C -0.417 -0.188 -4.623
C -1.328 -0.709 -3.710
C -1.247 -2.042 -3.356
C -0.256 -2.842 -3.922
C 0.584 -2.339 -4.909
C 0.525 -0.997 -5.244
N -0.022 -4.196 -3.551
N -0.227 -4.575 -2.396
C -0.373 -3.829 -1.257
C -1.383 -4.214 -0.348
C -1.671 -3.483 0.768
C -0.917 -2.306 1.069
O -1.139 -1.565 2.051
C 0.205 -1.980 0.190
N 0.897 -0.883 0.552
C 1.957 -0.531 -0.153
C 2.406 -1.293 -1.236
C 1.696 -2.402 -1.625
C 0.530 -2.749 -0.922
H -2.082 -0.066 -3.279
H -1.962 -2.452 -2.653
H 1.300 -3.002 -5.378
H 1.198 -0.582 -5.981
H -1.969 -5.089 -0.599
H -2.480 -3.754 1.431
H 2.460 0.378 0.152
H 3.300 -0.992 -1.763
H 2.035 -3.000 -2.460
C 2.143 2.994 3.384
C 0.060 1.516 3.756
O -1.120 1.196 3.568
H 2.184 3.363 4.410
H 2.534 3.769 2.728
H 2.789 2.119 3.300

*ii*
This record from OMol25 describes a structure of composition C30H22BrMnN6O4. The level of theory is ωB97M-V/def2-TZVPD.

## Properties
- HOMO level (alpha / beta): -9.81 / -9.86 eV
- Charge: +1
- Multiplicity: 4
- ⟨S²⟩: 3.7735

Cartesian coordinates (Å):
Mn -0.222 0.730 0.125
O 2.822 -3.579 -1.752
C 2.758 -2.768 -2.813
C 3.415 -3.188 -3.972
C 3.426 -2.389 -5.091
C 2.783 -1.145 -5.100
C 2.107 -0.736 -3.979
C 2.066 -1.540 -2.823
C 1.318 -1.095 -1.667
O 0.439 -0.048 -1.843
N 1.447 -1.625 -0.497
N 0.675 -0.990 0.452
C 0.595 -1.484 1.634
C -0.229 -0.719 2.577
C -0.338 -1.039 3.915
C -1.110 -0.212 4.727
C -1.730 0.890 4.173
C -1.582 1.140 2.812
N -0.855 0.352 2.028
H 2.444 -3.132 -0.974
H 3.922 -4.142 -3.950
H 3.953 -2.724 -5.975
H 2.827 -0.511 -5.973
H 1.626 0.234 -3.971
H 1.107 -2.398 1.917
H 0.175 -1.902 4.316
H -1.214 -0.431 5.781
H -2.332 1.557 4.772
H -2.050 1.990 2.335
Br -1.766 3.359 -6.387
C -1.863 4.584 -4.950
C -0.722 4.848 -4.206
C -0.788 5.721 -3.133
C -1.996 6.330 -2.818
C -3.115 6.113 -3.615
C -3.062 5.219 -4.673
N -2.214 7.268 -1.745
N -1.810 7.062 -0.596
C -1.148 5.813 -0.284
C 0.126 5.845 0.215
C 0.853 4.670 0.472
C 0.287 3.427 0.261
O 0.915 2.289 0.449
C -1.083 3.395 -0.175
N -1.637 2.150 -0.320
C -2.886 2.041 -0.715
C -3.694 3.157 -0.975
C -3.164 4.409 -0.836
C -1.814 4.566 -0.441
H 0.213 4.368 -4.457
H 0.106 5.910 -2.552
H -4.024 6.656 -3.395
H -3.935 5.032 -5.283
H 0.600 6.807 0.369
H 1.875 4.729 0.820
H -3.284 1.039 -0.825
H -4.719 3.011 -1.284
H -3.773 5.282 -1.020
C -0.932 -1.453 -3.395
C -0.562 -0.094 -2.897
O -1.006 0.949 -3.216
H -2.005 -1.443 -3.574
H -0.664 -2.255 -2.712
H -0.427 -1.618 -4.347

Relative energies, in kcal/mol, with the most stable structure set to zero: *i* 31.0; *ii* 0.0.

*i*
This record from OMol25 describes a cluster of 2 separate species, C3H2BrClF2 in total. The level of theory is ωB97M-V/def2-TZVPD.

## Properties
- HOMO level: -10.02 eV
- Structure (SMILES): FC(F)Cl.C#CBr
- Multiplicity: 1

Cartesian coordinates (Å):
F 0.584 -2.568 0.753
C -0.497 -2.000 0.196
F -1.199 -1.353 1.172
Cl -0.042 -0.904 -1.098
H -1.049 -2.910 0.002
C 1.990 1.668 0.116
C 2.666 0.714 -0.079
Br 3.867 -0.502 -0.636
H 1.431 2.164 0.777

*ii*
This record from OMol25 describes a cluster of 2 separate species, C3H2BrClF2 in total. The level of theory is ωB97M-V/def2-TZVPD.

## Properties
- HOMO level: -10.16 eV
- Structure (SMILES): FC(F)Cl.C#CBr
- Multiplicity: 1

Cartesian coordinates (Å):
F -0.948 0.173 0.413
C -1.270 -0.580 -0.625
F -2.613 -0.594 -0.744
Cl -0.531 0.130 -2.090
H -0.952 -1.598 -0.358
C 1.595 1.210 0.370
C 1.688 0.290 1.101
Br 1.491 -1.212 2.163
H 1.539 2.180 -0.230

Relative energies, in kcal/mol, with the most stable structure set to zero: *i* 6.6; *ii* 0.0.

*i*
This record from OMol25 describes a structure of composition C18H16F5N2O4Pt. The level of theory is ωB97M-V/def2-TZVPD.

## Properties
- HOMO level: -4.88 eV
- Charge: -1
- Multiplicity: 1

Cartesian coordinates (Å):
Pt 0.741 1.179 0.167
O -3.261 2.613 1.593
C -3.044 2.372 2.898
C -4.096 2.650 3.776
C -3.956 2.435 5.132
C -2.761 1.936 5.645
C -1.722 1.657 4.781
C -1.837 1.865 3.404
C -0.707 1.523 2.507
O -0.860 1.809 1.238
N 0.344 0.952 3.018
N 1.272 0.673 2.025
C 2.307 -0.011 2.339
C 3.332 -0.407 1.404
C 4.414 -1.129 1.949
C 5.461 -1.588 1.192
C 5.445 -1.330 -0.187
C 4.411 -0.637 -0.756
C 3.316 -0.145 0.003
O 2.408 0.505 -0.667
H -2.432 2.400 1.110
H -5.014 3.038 3.355
H -4.783 2.658 5.795
H -2.647 1.767 6.708
H -0.784 1.262 5.148
H 2.408 -0.314 3.379
H 4.399 -1.320 3.017
H 6.274 -2.138 1.646
H 6.256 -1.685 -0.812
H 4.385 -0.435 -1.820
C -2.891 -2.416 1.319
C -1.737 -1.446 1.498
O -0.502 -1.977 1.023
H -3.811 -1.993 1.729
H -2.682 -3.359 1.826
H -3.061 -2.628 0.260
H -1.582 -1.226 2.555
H -1.957 -0.496 0.999
H -0.569 -1.973 0.062
F -0.059 0.478 -2.480
C 0.088 1.631 -1.709
F 0.936 2.433 -2.448
C -1.280 2.320 -1.830
F -1.633 2.560 -3.107
F -1.286 3.500 -1.192
F -2.255 1.563 -1.294

*ii*
This record from OMol25 describes a structure of composition C18H16F5N2O4Pt. The level of theory is ωB97M-V/def2-TZVPD.

## Properties
- HOMO level: -4.90 eV
- Charge: -1
- Multiplicity: 1

Cartesian coordinates (Å):
Pt 0.241 0.976 0.561
O 0.290 -3.386 -0.630
C -0.999 -3.473 -0.986
C -1.450 -4.706 -1.465
C -2.769 -4.875 -1.834
C -3.669 -3.817 -1.733
C -3.224 -2.595 -1.266
C -1.894 -2.397 -0.892
C -1.444 -1.067 -0.408
O -0.194 -0.948 -0.068
N -2.337 -0.121 -0.342
N -1.750 1.028 0.149
C -2.412 2.120 0.051
C -1.949 3.421 0.491
C -2.772 4.520 0.209
C -2.432 5.802 0.581
C -1.229 6.002 1.265
C -0.402 4.944 1.564
C -0.731 3.625 1.193
O 0.065 2.664 1.593
H 0.462 -2.459 -0.320
H -0.734 -5.515 -1.536
H -3.101 -5.838 -2.202
H -4.705 -3.947 -2.019
H -3.900 -1.756 -1.176
H -3.394 2.057 -0.414
H -3.702 4.339 -0.320
H -3.083 6.635 0.351
H -0.939 7.004 1.560
H 0.529 5.086 2.096
C 4.578 -3.318 0.103
C 3.068 -3.208 -0.036
O 2.582 -1.956 0.418
H 4.929 -4.298 -0.229
H 4.879 -3.171 1.141
H 5.079 -2.560 -0.506
H 2.578 -3.968 0.572
H 2.774 -3.391 -1.075
H 3.122 -1.255 0.041
F 2.903 0.659 -0.453
C 2.258 1.127 0.708
F 2.868 0.441 1.738
C 2.846 2.554 0.852
F 4.178 2.565 0.608
F 2.690 3.044 2.085
F 2.294 3.413 -0.018

Relative energies, in kcal/mol, with the most stable structure set to zero: *i* 0.0; *ii* 14.6.